A molecular structure, C34H34Cl2N3O3PtS2. Source: the Open Molecules 2025 dataset; level of theory: the ωB97M-V functional and the def2-TZVPD basis.

```
79
Properties=species:S:1:pos:R:3:forces:R:3
Pt 0.2510 0.0959 0.1281 -3.2991 -1.9244 2.9431
C -0.0986 -4.5279 0.3529 0.5142 -0.4186 -0.6499
O -0.9249 -3.8667 1.3196 -0.5442 0.5028 0.8337
C -0.6711 -2.5833 1.2368 0.3814 -0.0227 -0.3107
N 0.2204 -2.2047 0.3887 -0.2956 1.9377 -0.1145
C 0.7589 -3.3838 -0.2665 0.4785 -0.4891 -0.4472
C 0.6852 -3.3318 -1.7734 0.0772 0.0269 -0.1907
C -0.0430 -2.3528 -2.4426 -0.0398 -0.2251 0.3403
C -0.0849 -2.3451 -3.8257 0.0853 -0.2269 -0.2782
C 0.5895 -3.3207 -4.5531 -0.0695 0.1541 0.1882
C 1.3135 -4.3019 -3.8875 -0.0630 0.0772 -0.1459
C 1.3676 -4.3048 -2.5069 -0.2164 0.2977 0.2738
C -1.3545 -1.6260 2.1099 -0.3424 -0.3676 0.5646
C -2.1358 -1.9620 3.2148 0.2159 0.2035 -0.3335
C -2.6679 -0.9302 3.9801 0.0093 0.0403 -0.0652
C -2.4152 0.3929 3.6346 0.2979 -0.0908 -0.2918
C -1.6287 0.6365 2.5087 -0.3424 0.0870 0.6113
N -1.1318 -0.3582 1.7851 1.3010 0.4793 -1.7015
C -1.3181 1.9582 1.9598 0.2239 0.3662 -0.5499
N -0.7835 2.0865 0.7942 0.8580 -1.4429 -0.1108
C -0.7585 3.5035 0.4679 -0.0173 0.7894 -0.3900
C -1.2591 4.1619 1.7891 0.3776 0.7308 -0.5716
O -1.6430 3.0511 2.6090 -0.4918 -0.9789 0.5920
C 0.5776 4.0198 0.0015 0.3046 0.0662 -0.1800
C 0.6459 5.2974 -0.5648 -0.0972 -0.4666 0.2396
C 1.8604 5.8039 -0.9876 0.2605 -0.1235 -0.0232
C 3.0139 5.0320 -0.8810 -0.1875 -0.2325 0.1409
C 2.9441 3.7566 -0.3234 0.2097 0.4000 -0.2325
C 1.7369 3.2559 0.1274 -0.4760 0.0646 0.1195
H -0.7500 -5.0008 -0.3843 0.0507 0.0725 0.0854
H 0.4806 -5.2929 0.8689 -0.0119 0.1226 -0.0353
H 1.8145 -3.4803 0.0207 -0.1836 -0.0167 0.0188
H -0.5882 -1.6028 -1.8732 0.0979 -0.0739 -0.1498
H -0.6521 -1.5877 -4.3448 -0.0914 0.1203 -0.0846
H 0.5455 -3.3163 -5.6303 0.0152 -0.0066 -0.1232
H 1.8374 -5.0595 -4.4490 0.0472 -0.0754 -0.0464
H 1.9326 -5.0648 -1.9888 0.1404 -0.1179 0.0415
H -2.3089 -2.9987 3.4616 0.0033 -0.0724 -0.0191
H -3.2812 -1.1574 4.8414 0.0113 0.0010 0.0275
H -2.8047 1.2157 4.2156 -0.0101 0.0720 -0.0100
H -1.4847 3.6614 -0.3422 0.0651 -0.0044 0.1701
H -2.1300 4.8043 1.6653 0.0800 -0.0855 -0.0374
H -0.4689 4.7143 2.3030 -0.0850 -0.1206 -0.0407
H -0.2534 5.8899 -0.6652 -0.0699 0.0816 -0.0405
H 1.9147 6.7948 -1.4092 -0.0114 0.1060 -0.0530
H 3.9616 5.4212 -1.2218 0.0427 0.0366 -0.0182
H 3.8397 3.1601 -0.2395 0.1132 -0.0594 0.0458
H 1.6944 2.2760 0.5928 0.1495 0.1481 0.0167
S -2.9402 -0.5147 -0.8181 -1.4601 0.0641 -1.3503
C -4.1011 -0.6581 -2.0562 1.9002 0.0692 1.9279
C -4.9598 -1.7814 -2.0999 -0.8793 -0.9819 -0.4650
C -5.8936 -1.8878 -3.1016 0.0440 -0.5787 0.6461
C -6.0094 -0.8929 -4.0737 0.2146 0.0178 0.2098
C -5.1712 0.2232 -4.0308 0.5783 0.6720 0.0935
C -4.2264 0.3461 -3.0419 -0.4224 0.8027 -1.0612
H -4.8716 -2.5484 -1.3460 0.0378 -0.0678 0.0538
H -6.5453 -2.7474 -3.1434 -0.0483 -0.0633 0.0431
H -6.7446 -0.9863 -4.8572 -0.1198 -0.0169 -0.1257
H -5.2689 0.9927 -4.7808 0.0026 0.0790 -0.0598
H -3.5769 1.2064 -2.9978 0.0614 0.0819 -0.0278
Cl 0.0282 1.1506 -2.4715 -0.1436 0.2546 -0.5772
C 1.6822 0.6665 -2.8808 -0.0162 0.1661 -0.5463
Cl 2.4059 0.0392 -1.3966 0.0653 0.0936 0.2857
H 2.2364 1.5438 -3.2243 -0.1090 -0.2378 0.1739
H 1.6493 -0.1330 -3.6228 0.0010 0.1683 0.1721
O 1.9899 0.1883 1.6352 0.3173 0.3627 -0.3049
S 2.2784 -0.6430 2.8680 0.5807 0.3076 0.3820
C 4.0607 -1.0761 2.6624 -0.3299 -0.2059 0.4686
C 4.8145 -0.2797 3.7147 0.1846 0.2716 0.0423
C 4.0624 1.0371 3.8908 0.2646 -0.0090 0.0526
C 2.6114 0.6559 4.1198 0.2081 -0.4742 -0.1039
H 4.3185 -0.7825 1.6447 -0.2113 0.0599 -0.0061
H 4.1737 -2.1507 2.7794 -0.0010 -0.0787 -0.0675
H 5.8410 -0.1083 3.3929 0.0271 -0.0629 0.0477
H 4.8457 -0.8261 4.6589 0.0218 0.0055 -0.0139
H 4.1521 1.6432 2.9853 -0.0216 0.0185 0.0722
H 4.4581 1.6107 4.7278 -0.0436 0.0543 -0.0154
H 1.9082 1.4667 3.9441 -0.1721 -0.1061 -0.0593
H 2.4469 0.2173 5.1024 0.0022 -0.0085 0.1054
```
Positions in Å, forces in eV/Å.

HOMO-LUMO gap (spin up / spin down)	3.8 / 3.7	eV
LUMO energy (spin up / spin down)	-11.846 / -11.923	eV
charge	+3